(1)
The following is a DFT calculation (ωB97M-V/def2-TZVPD) of C46H43I2N10OP2STl as an isolated structure.

Element x y z (Å)
Tl1 -0.200 -0.361 -0.399
N1 2.526 1.898 0.812
P1 2.638 0.540 -0.251
C1 4.433 0.219 -0.177
C2 4.831 -1.063 -0.569
C3 6.160 -1.447 -0.486
C4 7.106 -0.563 0.013
C5 6.723 0.707 0.421
C6 5.395 1.100 0.328
C7 2.500 1.439 -1.882
C8 2.297 3.533 -2.282
C9 2.137 3.331 -3.835
C10 3.187 2.509 -4.536
C11 3.389 1.225 -4.228
C12 2.767 0.507 -3.055
P2 0.960 2.055 1.597
C13 0.588 3.818 1.320
C14 -0.749 4.190 1.229
C15 -1.098 5.522 1.040
C16 -0.109 6.488 0.929
C17 1.231 6.124 1.026
C18 1.576 4.795 1.228
C19 1.482 2.037 3.348
C20 2.552 1.273 3.812
C21 2.848 1.218 5.169
C22 2.063 1.909 6.078
C23 0.978 2.651 5.628
C24 0.688 2.713 4.275
H1 3.256 1.865 1.518
H2 4.088 -1.770 -0.922
H3 6.456 -2.441 -0.793
H4 8.141 -0.866 0.098
H5 7.458 1.393 0.820
H6 5.131 2.097 0.661
H7 2.230 4.533 -1.862
H8 1.920 4.258 -4.362
H9 3.711 2.959 -5.371
H10 4.082 0.650 -4.830
H11 3.483 -0.265 -2.755
H12 -1.525 3.434 1.309
H13 -2.141 5.805 0.985
H14 -0.378 7.526 0.782
H15 2.003 6.880 0.966
H16 2.621 4.526 1.345
H17 3.167 0.683 3.136
H18 3.688 0.628 5.513
H19 2.291 1.866 7.134
H20 0.358 3.187 6.333
H21 -0.160 3.300 3.941
S1 0.106 -4.164 2.108
C25 1.247 -3.081 2.763
C26 1.230 -1.871 2.130
C27 0.261 -1.826 1.094
C28 -0.424 -3.001 0.961
C29 -1.487 -3.262 -0.030
C30 -2.160 -4.475 -0.130
C31 -3.156 -4.612 -1.078
C32 -3.462 -3.541 -1.908
C33 -2.745 -2.371 -1.750
N2 -1.783 -2.236 -0.837
H22 1.871 -3.389 3.588
H23 1.878 -1.050 2.410
H24 -1.906 -5.295 0.530
H25 -3.692 -5.548 -1.171
H26 -4.237 -3.610 -2.658
H27 -2.932 -1.508 -2.380
N3 3.403 2.679 -1.789
C34 1.252 2.377 -2.139
N4 0.931 2.512 -3.564
C35 -0.331 2.848 -3.922
N5 -0.538 3.311 -5.155
N6 -1.351 2.719 -3.094
C36 -1.020 2.358 -1.833
N7 0.148 2.206 -1.285
C37 -2.199 2.032 -0.980
C38 -3.320 2.840 -0.966
C39 -4.395 2.466 -0.173
C40 -4.328 1.283 0.545
C41 -3.184 0.514 0.456
N8 -2.137 0.893 -0.281
H28 4.245 2.663 -2.370
H29 3.612 2.866 -0.799
H30 0.170 3.265 -5.867
H31 -1.490 3.495 -5.427
H32 -3.335 3.737 -1.567
H33 -5.280 3.086 -0.129
H34 -5.150 0.949 1.162
H35 -3.089 -0.428 0.979
I1 -1.370 -0.342 3.682
I2 -3.190 1.413 4.500
N9 0.562 -0.519 -2.405
C42 1.434 -0.322 -3.274
N10 1.459 -0.994 -4.531
C43 0.715 -2.260 -4.505
C44 0.883 -2.958 -5.836
O1 0.372 -2.153 -6.884
C45 1.082 -0.938 -6.952
C46 0.981 -0.165 -5.649
H36 -0.350 -2.085 -4.312
H37 1.110 -2.880 -3.699
H38 0.328 -3.894 -5.852
H39 1.944 -3.173 -6.016
H40 0.641 -0.358 -7.762
H41 2.138 -1.126 -7.187
H42 -0.066 0.131 -5.478
H43 1.590 0.735 -5.726

The value obtained for the energy relative to the best compared isomer or geometry (same formula, charge and spin) is 38.6 kcal per mole. As for the spin multiplicity: 1. The value obtained for the largest force on an atom is 0.54 eV/A. The LUMO energy comes out at -5.23 eV. For the calculated total energy, the calculation gives -4249.76371 Eh. Its HOMO energy is -12.612 eV. The total charge is +2.

(2)
The following is a DFT calculation (ωB97M-V/def2-TZVPD) of C46H44AuN3P2S3 as an isolated structure.

Element x y z (Å)
Au1 1.019 0.759 0.250
C1 3.417 3.281 0.993
C2 4.261 2.185 0.349
P1 3.301 0.797 -0.353
C3 3.397 0.855 -2.153
C4 3.736 2.007 -2.859
C5 3.719 2.005 -4.248
C6 3.362 0.857 -4.938
C7 3.041 -0.303 -4.241
C8 3.056 -0.306 -2.856
C9 4.131 -0.711 0.153
C10 3.663 -1.498 1.205
C11 4.408 -2.600 1.607
C12 5.599 -2.909 0.967
C13 6.062 -2.119 -0.082
C14 5.332 -1.020 -0.496
C15 2.402 3.852 -0.011
P2 0.796 3.102 0.294
C16 -0.355 3.722 -0.922
C17 -1.644 4.078 -0.523
C18 -2.530 4.598 -1.456
C19 -2.135 4.749 -2.779
C20 -0.859 4.370 -3.182
C21 0.031 3.847 -2.259
C22 0.287 3.687 1.912
C23 -0.272 2.852 2.879
C24 -0.637 3.373 4.115
C25 -0.456 4.722 4.377
C26 0.082 5.562 3.407
C27 0.454 5.052 2.177
H1 4.065 4.068 1.370
H2 2.907 2.867 1.865
H3 4.924 1.730 1.081
H4 4.877 2.583 -0.457
H5 4.056 2.904 -2.346
H6 4.002 2.899 -4.790
H7 3.349 0.859 -6.021
H8 2.792 -1.208 -4.780
H9 2.831 -1.219 -2.320
H10 2.743 -1.244 1.718
H11 4.058 -3.210 2.432
H12 6.176 -3.769 1.284
H13 6.995 -2.361 -0.576
H14 5.692 -0.411 -1.318
H15 2.682 3.619 -1.035
H16 2.293 4.933 0.044
H17 -1.944 3.976 0.514
H18 -3.524 4.895 -1.147
H19 -2.825 5.167 -3.502
H20 -0.557 4.487 -4.215
H21 1.018 3.535 -2.585
H22 -0.393 1.797 2.698
H23 -1.043 2.715 4.872
H24 -0.729 5.126 5.343
H25 0.212 6.618 3.611
H26 0.863 5.721 1.428
S1 -1.409 0.758 0.334
C28 -1.850 -0.837 -0.009
N1 -3.081 -1.177 -0.250
C29 -3.435 -2.604 -0.402
C30 -2.630 -3.394 0.579
N2 -1.198 -3.128 0.336
C31 -0.303 -4.309 0.418
C32 -0.570 -5.263 -0.723
C33 -0.346 -4.872 -2.042
C34 -0.615 -5.749 -3.083
C35 -1.105 -7.022 -2.811
C36 -1.323 -7.415 -1.501
C37 -1.061 -6.534 -0.458
C38 -0.807 -1.934 -0.005
S2 0.774 -1.586 -0.475
C39 -4.217 -0.221 -0.285
C40 -5.081 -0.375 0.945
C41 -6.379 -0.850 0.818
C42 -7.173 -1.022 1.946
C43 -6.665 -0.731 3.202
C44 -5.365 -0.252 3.333
C45 -4.575 -0.072 2.209
H27 -3.238 -2.924 -1.426
H28 -4.495 -2.710 -0.191
H29 -2.803 -4.459 0.441
H30 -2.883 -3.120 1.606
H31 -0.516 -4.792 1.371
H32 0.723 -3.958 0.431
H33 0.055 -3.884 -2.258
H34 -0.434 -5.445 -4.106
H35 -1.312 -7.708 -3.624
H36 -1.696 -8.409 -1.286
H37 -1.228 -6.849 0.569
H38 -4.792 -0.453 -1.181
H39 -3.817 0.783 -0.384
H40 -6.784 -1.074 -0.166
H41 -8.189 -1.384 1.840
H42 -7.282 -0.870 4.081
H43 -4.970 -0.013 4.313
H44 -3.567 0.320 2.316
S3 1.215 -0.165 5.161
C46 1.145 -0.134 3.555
N3 1.097 -0.090 2.371

The value obtained for the energy relative to the best compared isomer or geometry (same formula, charge and spin) is 29.1 kcal per mole. As for the spin multiplicity: 1. The value obtained for the largest force on an atom is 0.85 eV/A. The LUMO energy comes out at -6.82 eV. For the calculated total energy, the calculation gives -3956.08841 Eh. Its HOMO energy is -11.874 eV. The total charge is +2.

(3)
The following is a DFT calculation (ωB97M-V/def2-TZVPD) of C46H44F6N8O7RbS4 as an isolated structure.

Element x y z (Å)
Rb1 0.764 1.725 -0.701
C1 2.018 -2.703 7.554
O1 1.051 -2.063 6.752
C2 1.053 -0.691 6.741
C3 1.863 0.104 7.539
C4 1.768 1.494 7.441
C5 0.906 2.084 6.544
C6 0.076 1.278 5.768
C7 0.148 -0.093 5.860
N1 0.755 3.522 6.521
N2 0.899 4.137 5.444
C8 1.379 3.595 4.246
C9 2.297 2.557 4.080
C10 2.774 2.173 2.848
C11 2.363 2.795 1.636
O2 2.795 2.454 0.514
C12 1.366 3.877 1.789
N3 0.901 4.441 0.643
C13 0.065 5.445 0.732
C14 -0.371 5.971 1.963
C15 0.051 5.387 3.120
C16 0.947 4.290 3.072
H1 1.901 -3.770 7.384
H2 1.863 -2.486 8.616
H3 3.030 -2.399 7.271
H4 2.562 -0.328 8.239
H5 2.389 2.124 8.066
H6 -0.605 1.738 5.063
H7 -0.480 -0.727 5.250
H8 2.697 2.044 4.947
H9 3.505 1.380 2.763
H10 -0.301 5.861 -0.202
H11 -1.053 6.812 1.974
H12 -0.284 5.737 4.086
S1 1.192 -2.135 0.790
C17 -0.220 -2.694 0.166
N4 -1.347 -2.873 0.861
C18 -2.489 -3.559 0.270
C19 -1.956 -4.689 -0.572
N5 -1.104 -4.109 -1.604
C20 -1.205 -4.684 -2.937
C21 -2.586 -4.503 -3.512
C22 -3.295 -5.571 -4.043
C23 -4.558 -5.376 -4.588
C24 -5.120 -4.109 -4.595
C25 -4.416 -3.037 -4.057
C26 -3.155 -3.232 -3.520
C27 -0.302 -3.070 -1.336
S2 0.569 -2.208 -2.428
C28 -1.456 -2.497 2.272
C29 -1.329 -3.689 3.185
C30 -0.077 -4.231 3.472
C31 0.030 -5.346 4.287
C32 -1.107 -5.932 4.828
C33 -2.355 -5.395 4.555
C34 -2.461 -4.278 3.737
H13 -3.068 -2.865 -0.344
H14 -3.119 -3.933 1.076
H15 -2.767 -5.223 -1.066
H16 -1.389 -5.398 0.041
H17 -0.939 -5.745 -2.890
H18 -0.468 -4.173 -3.557
H19 -2.858 -6.562 -4.029
H20 -5.103 -6.215 -5.001
H21 -6.104 -3.953 -5.016
H22 -4.847 -2.045 -4.058
H23 -2.606 -2.399 -3.099
H24 -2.430 -2.026 2.410
H25 -0.683 -1.754 2.465
H26 0.803 -3.765 3.050
H27 1.008 -5.754 4.508
H28 -1.018 -6.800 5.469
H29 -3.245 -5.837 4.984
H30 -3.435 -3.844 3.541
F1 -2.402 -0.004 -4.361
C35 -2.889 1.168 -3.965
F2 -3.022 1.948 -5.040
F3 -4.100 0.969 -3.444
S3 -1.733 1.983 -2.735
O3 -0.503 1.231 -2.834
O4 -1.731 3.369 -3.092
N6 -2.426 1.832 -1.317
S4 -2.282 0.471 -0.513
O5 -1.167 0.466 0.401
O6 -2.517 -0.712 -1.305
C36 -3.773 0.624 0.552
F4 -4.883 0.767 -0.166
F5 -3.681 1.636 1.405
F6 -3.883 -0.516 1.260
C37 4.023 5.939 -5.512
C38 2.939 5.031 -6.071
N7 2.732 3.831 -5.266
C39 1.511 3.784 -4.460
C40 1.520 4.774 -3.305
C41 3.629 2.827 -5.440
O7 4.522 2.904 -6.275
C42 3.539 1.611 -4.567
C43 3.718 0.347 -5.111
C44 3.683 -0.751 -4.271
C45 3.457 -0.550 -2.914
N8 3.293 0.656 -2.382
C46 3.364 1.703 -3.193
H31 4.140 6.824 -6.139
H32 4.974 5.410 -5.489
H33 3.784 6.268 -4.501
H34 3.205 4.723 -7.084
H35 1.980 5.549 -6.116
H36 1.355 2.769 -4.101
H37 0.669 3.999 -5.126
H38 2.366 4.607 -2.637
H39 0.601 4.679 -2.727
H40 1.578 5.803 -3.662
H41 3.893 0.242 -6.174
H42 3.804 -1.754 -4.654
H43 3.373 -1.386 -2.231
H44 3.259 2.673 -2.719

The value obtained for the energy relative to the best compared isomer or geometry (same formula, charge and spin) is 0.0 kcal per mole. As for the spin multiplicity: 1. The value obtained for the largest force on an atom is 1.28 eV/A. The LUMO energy comes out at 1.88 eV. For the calculated total energy, the calculation gives -4960.17016 Eh. Its HOMO energy is -4.131 eV. The total charge is -1.